Entry 1:
17
Properties=species:S:1:pos:R:3:mulliken_charge:R:1 method="wB97M-V/def2-TZVPD" gap_ev=9.4 multiplicity=1 total_charge=0 relative_energy_kj_mol=17.60 e_homo_ev=-9.334
C 0.26 -1.04 0.79 -0.586
H 0.06 1.92 1.29 0.297
H -0.61 2.01 -0.39 0.476
C -0.05 1.41 0.31 -1.638
H 2.02 0.28 0.75 0.284
H -0.04 -1.99 0.73 0.608
H 0.93 1.43 -0.14 0.441
H 1.81 -0.78 -0.74 0.299
H -1.53 -1.23 -1.30 0.520
I -2.52 -0.18 1.36 0.039
H 2.48 -1.57 0.77 0.309
N -1.24 0.74 -1.91 -0.523
H -1.66 0.75 -2.82 0.214
C -1.23 -0.23 -1.12 -0.324
C 1.68 -0.78 0.38 -1.131
C -0.64 0.03 0.16 0.430
H 0.29 -0.78 1.88 0.286

---

Entry 2:
20
Properties=species:S:1:pos:R:3:lowdin_spin:R:1 method="wB97M-V/def2-TZVPD" gap_ev="6.9 / 7.4" multiplicity=3 total_charge=+2 relative_energy_kj_mol=0.00 e_homo_ev="-18.223 / -18.260"
N -0.14 0.23 -0.63 0.028
S 2.10 -3.63 -1.99 0.058
N -0.56 0.98 2.71 -0.004
O 1.93 -3.34 -3.35 0.012
H -0.49 0.86 3.71 0.000
C -1.68 2.91 -0.08 0.000
O 2.62 -2.25 -1.26 0.028
H -2.42 2.42 -0.72 0.000
H -1.00 0.09 -1.17 0.004
N -1.19 2.07 2.21 0.001
H -0.88 3.31 -0.72 0.000
Mo 1.05 -1.81 -0.46 1.788
O 0.64 -3.40 -1.26 0.028
S 0.76 -1.32 1.84 0.013
H 0.42 0.91 -1.17 0.004
C -0.11 0.18 1.76 0.016
N -0.46 0.79 0.61 0.007
H -2.16 3.75 0.41 0.000
C -1.14 1.98 0.92 -0.001
O 2.73 -4.72 -1.37 0.018

---

Entry 3:
15
Properties=species:S:1:pos:R:3:mulliken_charge:R:1 method="wB97M-V/def2-TZVPD" gap_ev=9.4 multiplicity=1 total_charge=0 relative_energy_kj_mol=623.99 e_homo_ev=-8.730 smiles="C=CC.ONO"
H -2.08 1.28 -0.51 0.331
H 1.92 -1.99 -0.01 0.349
H -1.50 -0.20 -1.32 0.280
O 1.25 0.72 -0.61 -0.387
H -0.41 -0.94 0.80 0.269
N 1.41 -0.77 -1.38 -0.211
O 2.36 -1.64 -0.80 -0.357
H -2.66 -0.33 -0.02 0.297
H 1.40 0.26 0.24 0.341
H 0.38 0.86 2.30 0.284
C -0.66 0.11 0.60 0.229
H 1.86 -0.49 -2.25 0.266
C -1.80 0.24 -0.37 -1.203
C -0.45 0.99 1.62 -0.715
H -1.02 1.90 1.71 0.227

---

| no. | energy (eV) | largest force on an atom (hartree/bohr) |
| --- | --- | --- |
| 1 | -14936.4083 | 0.092 |
| 2 | -40864.2502 | 0.056 |
| 3 | -8836.4880 | 0.091 |